a) C4H13NO | ωB97M-V/def2-TZVPD

Calculated values
2S+1 = 1
LUMO energy = 0.83 eV
highest occupied orbital energy = -9.44 eV
SMILES string = CC[C@H](C)N.O
orbital gap = 10.27 eV
charge = 0

CARTESIAN COORDINATES (ANGSTROEM)
C1 -0.93 -1.21 1.68
C2 0.01 -0.96 0.50
C3 0.41 0.60 0.58
C4 -0.77 1.51 0.65
N1 1.44 0.95 -0.46
H1 -1.15 -0.29 2.46
H2 -2.11 -1.53 1.53
H3 -0.51 -1.97 2.28
H4 -0.46 -1.09 -0.43
H5 0.99 -1.53 0.43
H6 0.88 0.75 1.57
H7 -0.43 2.50 0.78
H8 -1.37 1.48 -0.25
H9 -1.34 1.37 1.59
H10 1.67 0.40 -1.29
H11 1.09 1.69 -1.05
O1 -0.04 -0.86 -2.46
H12 0.43 -0.95 -3.29
H13 0.20 -0.16 -1.91

***

b) C4H13NO | ωB97M-V/def2-TZVPD

Calculated values
2S+1 = 1
LUMO energy = 0.88 eV
highest occupied orbital energy = -8.19 eV
SMILES string = CNC(C)C.O
orbital gap = 9.08 eV
charge = 0

CARTESIAN COORDINATES (ANGSTROEM)
C1 1.85 0.12 -0.58
N1 0.89 0.29 0.48
C2 -0.42 -0.35 0.40
C3 -0.42 -1.63 1.22
C4 -0.93 -0.36 -1.04
H1 2.05 -0.92 -0.90
H2 2.87 0.29 -0.22
H3 1.65 0.78 -1.43
H4 1.21 0.49 1.41
H5 -1.11 0.26 1.03
H6 -1.41 -2.09 1.31
H7 -0.14 -1.28 2.22
H8 0.23 -2.43 0.87
H9 -1.95 -0.65 -1.18
H10 -0.35 -0.97 -1.75
H11 -0.73 0.64 -1.44
O1 -1.38 2.34 -0.26
H12 -1.49 3.07 0.35
H13 -0.44 2.38 -0.47

***

Most favorable structure: b). The second most favorable one is 0.0354 hartree above it.

***

a) C16H20N2O2 | ωB97M-V/def2-TZVPD

Calculated values
2S+1 = 1
LUMO energy = 0.69 eV
highest occupied orbital energy = -7.86 eV
orbital gap = 8.55 eV
charge = 0

CARTESIAN COORDINATES (ANGSTROEM)
O1 1.46 2.02 1.34
C1 1.38 1.30 0.28
N1 2.06 0.23 0.11
C2 1.95 -0.80 -1.01
H1 1.54 -1.92 -0.80
C3 3.27 -1.01 -1.46
O2 4.11 -1.49 -0.33
C4 4.20 -0.44 0.46
C5 2.77 -0.27 1.08
H2 2.51 -1.30 1.57
H3 2.76 0.66 1.98
H4 4.49 0.61 0.15
H5 4.93 -1.06 1.21
H6 3.69 0.13 -1.87
H7 3.35 -1.70 -2.42
H8 1.18 -0.43 -1.66
C6 0.29 1.51 -0.77
H9 0.79 1.96 -1.61
C7 -0.60 2.88 -0.45
H10 -1.30 3.17 -1.13
H11 -0.17 3.61 -0.07
C8 -1.80 2.38 0.85
C9 -2.49 1.23 0.30
C10 -3.68 1.18 -0.35
N2 -4.03 0.03 -1.03
C11 -3.09 -1.00 -0.20
C12 -3.15 -2.60 -0.18
C13 -2.11 -2.88 0.48
C14 -1.24 -2.34 1.29
C15 -1.13 -0.96 1.24
C16 -2.17 -0.15 0.42
H12 -0.44 -0.39 1.58
H13 -0.36 -2.79 1.74
H14 -2.13 -4.24 0.52
H15 -3.96 -3.05 -0.69
H16 -4.81 -0.19 -1.28
H17 -4.14 1.98 -1.07
H18 -2.35 3.13 1.22
H19 -1.13 2.07 1.60
H20 -0.44 0.92 -1.02

***

b) C16H20N2O2 | ωB97M-V/def2-TZVPD

Calculated values
2S+1 = 1
LUMO energy = 0.80 eV
highest occupied orbital energy = -9.24 eV
SMILES string = CC(C)CN1C(=O)N[C@@]2(CCCc3ccccc32)C1=O
orbital gap = 10.03 eV
charge = 0

CARTESIAN COORDINATES (ANGSTROEM)
C1 2.61 -2.23 -2.47
C2 1.75 -1.17 -3.16
C3 1.76 -1.38 -4.67
C4 0.31 -1.23 -2.65
N1 0.22 -1.00 -1.23
C5 -0.03 -2.02 -0.31
O1 -0.26 -3.17 -0.58
N2 0.04 -1.45 0.92
C6 0.25 -0.02 0.88
C7 1.54 0.37 1.62
C8 1.65 1.88 1.70
C9 0.52 2.42 2.57
C10 -0.82 1.90 2.14
C11 -1.97 2.58 2.54
C12 -3.23 2.12 2.18
C13 -3.36 0.98 1.41
C14 -2.22 0.30 1.01
C15 -0.96 0.75 1.37
C16 0.40 0.21 -0.63
O2 0.63 1.25 -1.19
H1 2.20 -3.22 -2.63
H2 2.66 -2.05 -1.40
H3 3.62 -2.21 -2.86
H4 2.15 -0.18 -2.94
H5 2.78 -1.32 -5.06
H6 1.16 -0.62 -5.17
H7 1.36 -2.36 -4.92
H8 -0.12 -2.22 -2.83
H9 -0.29 -0.47 -3.16
H10 -0.20 -1.95 1.76
H11 2.40 -0.06 1.09
H12 1.51 -0.06 2.62
H13 1.57 2.30 0.69
H14 2.61 2.17 2.11
H15 0.51 3.52 2.54
H16 0.69 2.13 3.61
H17 -1.87 3.47 3.13
H18 -4.11 2.66 2.50
H19 -4.33 0.62 1.13
H20 -2.32 -0.59 0.41

***

Most favorable structure: b). The second most favorable one is 0.5568 hartree above it.

***

a) C3H8N4O | ωB97M-V/def2-TZVPD

Calculated values
2S+1 = 1
LUMO energy = 0.71 eV
highest occupied orbital energy = -9.27 eV
SMILES string = C=NNC(=O)NNC
orbital gap = 9.97 eV
charge = 0

CARTESIAN COORDINATES (ANGSTROEM)
C1 2.71 -0.30 -0.15
N1 1.36 -0.15 -0.20
N2 0.63 0.63 0.66
C2 -0.55 1.04 -0.11
O1 -1.05 2.08 0.01
N3 -0.93 -0.09 -0.83
N4 -0.92 -1.43 -0.55
C3 -1.25 -1.44 0.88
H1 3.55 0.08 0.65
H2 3.39 -1.01 -0.80
H3 0.96 1.53 1.37
H4 -1.82 0.10 -1.54
H5 0.04 -1.63 -0.72
H6 -0.30 -1.13 1.34
H7 -2.21 -0.53 1.09
H8 -1.69 -2.53 1.29

***

b) C3H8N4O | ωB97M-V/def2-TZVPD

Calculated values
2S+1 = 1
LUMO energy = 0.73 eV
highest occupied orbital energy = -7.42 eV
orbital gap = 8.16 eV
charge = 0

CARTESIAN COORDINATES (ANGSTROEM)
C1 -0.01 -0.48 0.46
C2 0.61 0.66 -0.06
N1 0.90 -1.55 0.83
N2 1.95 0.69 -0.29
N3 -0.12 1.80 -0.26
C3 -1.52 -0.85 -0.19
O1 -2.20 -0.24 -1.22
N4 -1.35 -0.34 1.02
H1 -2.45 0.64 -0.92
H2 0.56 -2.44 0.47
H3 0.92 -1.63 1.84
H4 2.34 1.38 -0.92
H5 2.40 -0.21 -0.25
H6 -0.95 1.81 0.31
H7 0.37 2.67 -0.36
H8 -1.45 -1.92 -0.47

***

c) C3H8N4O | ωB97M-V/def2-TZVPD

Calculated values
2S+1 = 1
LUMO energy = 0.64 eV
highest occupied orbital energy = -8.95 eV
SMILES string = C=NNC(=O)NNC
orbital gap = 9.59 eV
charge = 0

CARTESIAN COORDINATES (ANGSTROEM)
C1 -1.07 -0.15 -2.23
N1 0.15 -0.26 -1.88
N2 0.83 -0.71 -0.88
C2 0.51 -0.87 0.52
O1 1.33 -1.43 1.30
N3 -0.81 -0.27 0.73
N4 -0.84 1.13 0.64
C3 0.11 1.95 1.44
H1 -2.07 -0.18 -1.60
H2 -1.41 0.07 -3.16
H3 1.79 -1.29 -1.06
H4 -0.98 -0.47 1.86
H5 -1.27 1.50 -0.30
H6 1.14 2.07 1.04
H7 -0.01 2.06 2.62
H8 -0.43 2.83 1.40

***

d) C3H8N4O | ωB97M-V/def2-TZVPD

Calculated values
2S+1 = 1
LUMO energy = 0.45 eV
highest occupied orbital energy = -7.94 eV
SMILES string = N/N=C\N/N=C\CO
orbital gap = 8.39 eV
charge = 0

CARTESIAN COORDINATES (ANGSTROEM)
N1 2.98 0.96 0.03
N2 2.67 -0.40 -0.30
C1 1.67 -1.12 0.06
N3 0.40 -0.48 0.38
N4 -0.48 -1.53 0.05
C2 -1.78 -1.16 -0.18
C3 -2.22 0.34 0.16
O1 -1.44 1.62 -0.16
H1 2.43 1.52 0.79
H2 4.10 1.01 0.07
H3 1.40 -2.13 -0.59
H4 0.02 0.54 0.23
H5 -2.44 -1.96 -0.45
H6 -2.53 0.36 1.26
H7 -3.21 0.45 -0.24
H8 -1.56 1.99 -1.12

***

Most favorable structure: b). The second most favorable one is 0.1209 hartree above it.

***

a) C3H8N4O | ωB97M-V/def2-TZVPD

Calculated values
2S+1 = 1
LUMO energy = 0.96 eV
highest occupied orbital energy = -9.06 eV
SMILES string = [H]/N=C/N(C)C(=O)NN
orbital gap = 10.02 eV
charge = 0

CARTESIAN COORDINATES (ANGSTROEM)
H1 -1.12 2.34 -1.38
N1 -0.99 1.32 -0.81
C1 0.02 1.35 -0.06
N2 0.64 0.16 0.42
C2 2.03 0.11 0.36
C3 0.12 -1.04 -0.29
O1 0.89 -1.91 -0.60
N3 -1.28 -1.25 -0.26
N4 -1.90 -0.51 0.82
H2 0.52 2.26 0.20
H3 2.35 0.43 -0.73
H4 2.36 -1.09 0.50
H5 2.71 0.75 1.07
H6 -1.52 -2.03 -0.89
H7 -2.41 -1.08 1.37
H8 -2.41 0.18 0.29

***

b) C3H8N4O | ωB97M-V/def2-TZVPD

Calculated values
2S+1 = 1
LUMO energy = 0.84 eV
highest occupied orbital energy = -8.96 eV
SMILES string = N/C=N/CC(=O)NN
orbital gap = 9.79 eV
charge = 0

CARTESIAN COORDINATES (ANGSTROEM)
N1 -3.04 -0.72 -0.20
C1 -2.09 0.27 -0.18
N2 -0.97 0.10 0.43
C2 -0.02 1.19 0.25
C3 1.41 0.60 -0.01
O1 2.35 1.27 -0.27
N3 1.57 -0.74 0.11
N4 2.76 -1.42 -0.06
H1 -4.05 -0.64 -0.48
H2 -2.83 -1.42 0.55
H3 -2.28 1.20 -0.73
H4 -0.29 1.90 -0.55
H5 0.24 1.71 1.19
H6 0.74 -1.16 0.52
H7 3.05 -1.27 -1.02
H8 3.46 -0.88 0.46

***

Most favorable structure: b). The second most favorable one is 0.0867 hartree above it.